Model w:
{
  "formula": "C2H15NO4",
  "method": "wB97M-V/def2-TZVPD",
  "elements": ["C", "N", "C", "H", "H", "H", "H", "H", "H", "H", "O", "H", "H", "O", "H", "H", "O", "H", "H", "O", "H", "H"],
  "coordinates": [[2.5089, -0.0966, 1.4305], [1.7725, -1.3059, 0.9879], [1.5870, -1.2225, -0.4866], [2.4987, -0.0987, 2.5173], [2.0231, 0.7706, 0.9900], [3.5396, -0.0709, 1.0641], [2.3699, -2.1117, 1.1474], [1.1096, -2.1379, -0.8302], [0.9150, -0.3819, -0.6498], [2.5130, -1.0550, -1.0390], [-0.8689, -0.7833, 1.6771], [-1.0613, -0.4694, 2.5810], [0.0636, -1.1020, 1.5463], [-0.4073, 2.5275, -0.8106], [-1.0104, 3.2479, -0.7798], [-0.6485, 1.9807, -1.5725], [-3.0218, 1.4513, -2.6195], [-3.3002, 0.7507, -3.2202], [-2.7758, 1.0063, -1.8211], [-2.4746, -0.0653, -0.2898], [-1.9725, -0.3506, 0.4902], [-3.3597, -0.4832, -0.3127]],
  "mulliken_charge": [-0.84, -0.46, -0.75, 0.29, 0.29, 0.35, 0.24, 0.32, 0.15, 0.38, -0.73, 0.27, 0.45, -0.61, 0.30, 0.30, -0.63, 0.30, 0.41, -0.70, 0.42, 0.29],
  "e_lumo_ev": 0.779,
  "total_charge": 0,
  "homo_energy_ev": -9.934,
  "multiplicity": 1,
  "orbital_gap_ev": 10.71
}



Model x:
{
  "formula": "C2H15NO4",
  "method": "wB97M-V/def2-TZVPD",
  "elements": ["C", "C", "N", "H", "H", "H", "H", "H", "H", "H", "O", "H", "H", "O", "H", "H", "O", "H", "H", "O", "H", "H"],
  "coordinates": [[1.2098, 0.3168, -2.2082], [0.1819, 1.1821, -1.5002], [-0.0988, 0.7475, -0.1375], [2.2278, 0.5419, -1.8948], [1.1161, 0.3509, -3.2911], [1.0572, -0.7279, -1.9106], [-0.7402, 1.2812, -2.0771], [0.5943, 2.2036, -1.4635], [-0.4595, 1.4965, 0.4388], [0.7231, 0.3978, 0.3428], [-3.2640, 2.5644, 0.6575], [-3.1228, 3.3632, 1.1747], [-2.8568, 2.7721, -0.1880], [1.0016, -2.4601, 1.0508], [0.0345, -2.4798, 0.9887], [1.1631, -2.3648, 1.9926], [2.8933, -0.3394, 0.7797], [2.4047, -1.1831, 0.7571], [3.8111, -0.6401, 0.8418], [-1.7926, -1.8411, 0.7448], [-2.6888, -1.6682, 1.0564], [-1.4998, -0.9779, 0.4131]],
  "mulliken_charge": [-1.09, -0.28, -0.40, 0.29, 0.35, 0.27, 0.31, 0.27, 0.21, 0.15, -0.64, 0.32, 0.31, -0.68, 0.34, 0.32, -0.65, 0.34, 0.31, -0.73, 0.32, 0.36],
  "e_lumo_ev": 0.640,
  "total_charge": 0,
  "homo_energy_ev": -9.232,
  "multiplicity": 1,
  "orbital_gap_ev": 9.87
}



Energies, relative to the best one, in kcal/mol: model w 6.5; model x 0.0.



Model w:
{
  "formula": "C29H32BrF4N4O5STi",
  "method": "wB97M-V/def2-TZVPD",
  "elements": ["Ti", "O", "C", "C", "C", "C", "C", "C", "C", "O", "N", "N", "C", "C", "Br", "C", "C", "C", "C", "C", "C", "C", "H", "H", "H", "H", "H", "H", "H", "H", "H", "H", "H", "H", "H", "H", "C", "C", "N", "C", "C", "C", "C", "N", "C", "C", "F", "C", "F", "C", "C", "F", "C", "F", "H", "H", "H", "H", "H", "H", "H", "H", "H", "H", "H", "H", "H", "H", "H", "C", "S", "O", "O", "O", "H", "H", "H"],
  "coordinates": [[0.6564, 0.2018, -0.3470], [-3.1495, -0.6468, 0.2145], [-3.3482, -1.7821, -0.5087], [-4.5826, -2.4055, -0.3875], [-4.8461, -3.5738, -1.0878], [-3.8884, -4.1253, -1.9313], [-2.6582, -3.4911, -2.0523], [-2.3684, -2.3288, -1.3449], [-0.9732, -1.7658, -1.4014], [-0.8843, -0.3994, -1.1660], [-0.1435, -2.4656, -0.3279], [0.2617, -1.6027, 0.6205], [0.4968, -1.9429, 1.8023], [0.7377, -0.8829, 2.8143], [-0.1484, 0.7616, 2.4234], [1.3900, -0.9727, 3.9503], [2.1977, -2.1366, 4.3862], [2.7453, -3.0561, 3.4906], [3.4477, -4.1606, 3.9546], [3.6203, -4.3562, 5.3182], [3.1131, -3.4253, 6.2170], [2.4146, -2.3207, 5.7508], [-2.3339, -0.2271, -0.1041], [-5.3253, -1.9582, 0.2645], [-5.8142, -4.0522, -0.9803], [-4.0970, -5.0325, -2.4857], [-1.8984, -3.8995, -2.7149], [-0.5253, -2.0049, -2.3552], [-0.5626, -3.3083, 0.0328], [0.4349, -2.9793, 2.1242], [1.3184, -0.1411, 4.6441], [2.6526, -2.8948, 2.4211], [3.8700, -4.8640, 3.2461], [4.1577, -5.2258, 5.6791], [3.2636, -3.5580, 7.2813], [2.0216, -1.5910, 6.4526], [-3.4650, 3.8332, 1.0575], [-2.3556, 2.7891, 0.9035], [-1.7545, 2.6275, -0.4156], [-2.6597, 2.2153, -1.4906], [-3.4023, 3.3006, -2.2698], [-0.7716, 3.6601, -0.7518], [0.6319, 3.1362, -0.5364], [0.8691, 1.9169, -1.3101], [1.3268, 1.9916, -2.6067], [1.5948, 0.7891, -3.2649], [1.3378, -0.3600, -2.5706], [2.1192, 0.6807, -4.5201], [2.3528, -0.5421, -5.0170], [2.3976, 1.8057, -5.2672], [2.1137, 3.0098, -4.6685], [2.3346, 4.1519, -5.3380], [1.5932, 3.1144, -3.3950], [1.3331, 4.3609, -2.9452], [-3.7120, 3.9634, 2.1170], [-3.1625, 4.8078, 0.6618], [-4.3757, 3.5210, 0.5443], [-1.5427, 3.0487, 1.5923], [-2.7407, 1.8146, 1.2291], [-2.0791, 1.6225, -2.1967], [-3.3892, 1.5326, -1.0444], [-2.7194, 3.9379, -2.8361], [-4.0702, 2.8227, -2.9941], [-4.0066, 3.9429, -1.6295], [-0.8581, 3.9688, -1.7937], [-0.9306, 4.5600, -0.1423], [1.3609, 3.9065, -0.7657], [0.7508, 2.8969, 0.5223], [2.8115, 1.7465, -6.2646], [4.6860, -0.4072, 0.9928], [3.3628, -0.1004, -0.1232], [2.7828, -1.3729, -0.5472], [3.8657, 0.7613, -1.1510], [2.2860, 0.5522, 0.7247], [4.5876, -1.4214, 1.3815], [4.6298, 0.3218, 1.8018], [5.6142, -0.2925, 0.4342]],
  "mulliken_charge": [-0.47, -0.65, 0.44, -0.65, -0.39, -0.81, -0.53, 0.18, 0.38, -0.39, -0.76, 0.98, -0.80, 0.68, -0.32, -0.79, 0.88, -0.25, -0.87, -0.42, -0.57, -0.65, 0.03, 0.45, 0.38, 0.41, 0.45, 0.52, 0.44, 0.62, 0.37, 0.52, 0.41, 0.38, 0.38, 0.38, -1.58, -0.73, 1.28, -0.33, -1.41, -1.06, -1.67, 1.21, 0.79, 0.07, -0.20, 0.11, -0.31, -0.58, 0.15, -0.32, -0.18, -0.38, 0.45, 0.30, 0.31, 0.48, 0.26, -0.08, 0.42, 0.31, 0.47, 0.25, 0.46, 0.44, 0.74, 0.36, 0.51, -1.07, 1.62, -0.66, -0.63, -0.71, 0.27, 0.31, 0.41],
  "e_lumo_ev": [-0.502, -0.620],
  "total_charge": 0,
  "homo_energy_ev": [-7.422, -7.481],
  "s_squared": 0.75,
  "multiplicity": 2,
  "orbital_gap_ev": [6.92, 6.86]
}



Model x:
{
  "formula": "C29H32BrF4N4O5STi",
  "method": "wB97M-V/def2-TZVPD",
  "elements": ["Ti", "O", "C", "C", "C", "C", "C", "C", "C", "O", "N", "N", "C", "C", "Br", "C", "C", "C", "C", "C", "C", "C", "H", "H", "H", "H", "H", "H", "H", "H", "H", "H", "H", "H", "H", "H", "C", "C", "N", "C", "C", "C", "C", "N", "C", "C", "F", "C", "F", "C", "C", "F", "C", "F", "H", "H", "H", "H", "H", "H", "H", "H", "H", "H", "H", "H", "H", "H", "H", "C", "S", "O", "O", "O", "H", "H", "H"],
  "coordinates": [[0.7437, 0.1252, -0.2392], [-2.7713, -1.5807, 0.5982], [-2.5072, -2.5900, 1.4615], [-3.5832, -3.3274, 1.9473], [-3.3735, -4.3468, 2.8578], [-2.0903, -4.6516, 3.2914], [-1.0241, -3.9175, 2.8026], [-1.2066, -2.8809, 1.8937], [-0.0125, -2.0550, 1.4710], [-0.0851, -1.5717, 0.1785], [0.0980, -0.8818, 2.4146], [-0.1397, 0.2831, 1.7928], [-0.6469, 1.3133, 2.3521], [-0.9771, 2.4725, 1.5118], [-1.5576, 2.0009, -0.2426], [-0.9853, 3.7449, 1.9238], [-0.4941, 4.2154, 3.2244], [0.5520, 3.5809, 3.8974], [0.9986, 4.0718, 5.1145], [0.4141, 5.2014, 5.6687], [-0.6183, 5.8448, 5.0007], [-1.0661, 5.3588, 3.7848], [-1.9143, -1.3187, 0.2109], [-4.5753, -3.0831, 1.5934], [-4.2167, -4.9150, 3.2273], [-1.9217, -5.4577, 3.9913], [-0.0157, -4.1547, 3.1237], [0.9096, -2.6362, 1.5972], [-0.4300, -1.0042, 3.2710], [-0.8974, 1.3577, 3.4092], [-1.3661, 4.5080, 1.2550], [1.0430, 2.7190, 3.4629], [1.8134, 3.5749, 5.6239], [0.7703, 5.5856, 6.6150], [-1.0716, 6.7304, 5.4257], [-1.8683, 5.8662, 3.2641], [-3.5377, -0.1066, -4.0173], [-2.5454, 0.0872, -2.8720], [-1.3365, -0.7247, -2.8857], [-1.5269, -2.1728, -2.7759], [-1.7679, -2.9674, -4.0634], [-0.3308, -0.2930, -3.8521], [0.7562, 0.5394, -3.1761], [1.4224, -0.2011, -2.1179], [2.5068, -0.9803, -2.4043], [3.1428, -1.6054, -1.3197], [2.6105, -1.3695, -0.0829], [4.2603, -2.3955, -1.4216], [4.7809, -2.9307, -0.3109], [4.8442, -2.6374, -2.6520], [4.2431, -2.0450, -3.7440], [4.7555, -2.2502, -4.9648], [3.1163, -1.2440, -3.6459], [2.6145, -0.7596, -4.8005], [-4.3159, 0.6563, -3.9780], [-3.0496, -0.0354, -4.9904], [-4.0291, -1.0771, -3.9573], [-2.2252, 1.1352, -2.8614], [-3.0611, -0.0854, -1.9237], [-0.6490, -2.5881, -2.2711], [-2.3653, -2.3321, -2.0940], [-0.9061, -2.9420, -4.7294], [-1.9402, -4.0141, -3.8088], [-2.6315, -2.6179, -4.6254], [0.1282, -1.1559, -4.3320], [-0.7901, 0.2894, -4.6594], [1.4645, 0.9342, -3.9059], [0.2818, 1.4177, -2.7193], [5.7216, -3.2554, -2.7546], [3.2613, 3.5163, 1.1003], [2.9273, 1.9085, 0.4229], [2.7488, 0.9288, 1.4873], [3.9496, 1.6317, -0.5445], [1.5507, 2.0522, -0.1946], [2.8635, 3.5942, 2.1072], [2.7934, 4.2564, 0.4573], [4.3380, 3.6573, 1.1056]],
  "mulliken_charge": [0.05, -0.65, 0.55, -0.64, -0.39, -0.79, -0.60, 0.31, 0.27, -0.49, -0.71, 0.92, -0.84, 0.74, -0.29, -1.00, 0.81, -0.33, -0.92, -0.45, -0.54, -0.63, 0.04, 0.45, 0.39, 0.41, 0.43, 0.46, 0.44, 0.57, 0.42, 0.64, 0.43, 0.39, 0.39, 0.42, -1.53, -0.79, 1.23, -0.42, -1.30, -1.01, -1.59, 0.94, 0.68, 0.11, -0.19, 0.03, -0.31, -0.56, 0.15, -0.32, -0.06, -0.37, 0.46, 0.30, 0.29, 0.43, 0.33, 0.02, 0.39, 0.31, 0.46, 0.23, 0.48, 0.40, 0.72, 0.31, 0.51, -1.02, 1.46, -0.65, -0.63, -0.71, 0.23, 0.31, 0.43],
  "e_lumo_ev": [-0.551, -0.637],
  "total_charge": 0,
  "homo_energy_ev": [-7.554, -7.597],
  "s_squared": 0.75,
  "multiplicity": 2,
  "orbital_gap_ev": [7.00, 6.96]
}



Energies, relative to the best one, in kcal/mol: model w 11.5; model x 0.0.



Model w:
{
  "formula": "CH11NO4",
  "method": "wB97M-V/def2-TZVPD",
  "elements": ["C", "N", "H", "H", "H", "H", "H", "O", "H", "H", "O", "H", "H", "O", "H", "H", "O"],
  "coordinates": [[-2.5176, 0.2568, 0.6815], [-1.4086, -0.5985, 0.6310], [-3.3030, 0.0259, 1.4247], [-2.5780, 1.2279, -0.0154], [-2.3921, -0.9859, 0.0920], [0.7007, -1.9754, 1.2352], [1.9813, -1.3409, 0.7050], [1.6571, -1.9975, 1.3201], [0.4259, 1.7985, 1.5874], [-0.3959, 0.8736, 0.7114], [0.5191, 1.3751, 0.6892], [-0.9923, -0.2742, -2.2642], [-0.6274, -0.0746, -0.7226], [-0.3143, 0.0561, -1.6174], [2.6023, 0.8015, -0.8900], [3.5147, 0.6613, -2.1251], [3.1283, 0.1702, -1.4429]],
  "mulliken_charge": [-0.20, -0.61, 0.34, 0.26, 0.26, 0.32, 0.35, -0.66, 0.28, 0.25, -0.60, 0.26, 0.48, -0.68, 0.30, 0.27, -0.60],
  "e_lumo_ev": -1.440,
  "total_charge": 0,
  "homo_energy_ev": -10.113,
  "multiplicity": 1,
  "orbital_gap_ev": 8.67
}



Model x:
{
  "formula": "CH11NO4",
  "method": "wB97M-V/def2-TZVPD",
  "elements": ["N", "C", "O", "H", "H", "H", "H", "H", "O", "H", "H", "O", "H", "H", "O", "H", "H"],
  "coordinates": [[1.1384, 0.8912, 0.5625], [0.2676, 1.9396, -0.0042], [-0.9806, 1.4894, -0.4240], [2.0219, 1.3588, 0.6411], [1.1975, 0.0697, -0.0200], [0.0571, 2.6677, 0.7811], [0.7697, 2.4824, -0.8142], [-0.8375, 0.6877, -0.9622], [-0.3404, -0.7995, -2.2840], [-0.9609, -1.1426, -2.9372], [-0.1255, -1.5685, -1.7434], [-0.8884, -0.7743, 1.8888], [-0.5375, 0.1344, 1.8089], [-1.5714, -0.6199, 2.5471], [0.2548, -2.2809, -0.0692], [-0.2912, -1.7328, 0.5238], [0.8262, -2.8022, 0.5053]],
  "mulliken_charge": [-0.50, -0.42, -0.49, 0.24, 0.18, 0.31, 0.34, 0.36, -0.66, 0.30, 0.36, -0.67, 0.33, 0.31, -0.69, 0.42, 0.28],
  "e_lumo_ev": 0.765,
  "total_charge": 0,
  "homo_energy_ev": -9.381,
  "multiplicity": 1,
  "orbital_gap_ev": 10.15
}



Energies, relative to the best one, in kcal/mol: model w 119.6; model x 0.0.